Entry 1:
Below is a molecular structure, C33H46ClF3O4P4PbS, with properties calculated with ωB97M-V/def2-TZVPD.

```
93
Properties=species:S:1:pos:R:3
P 1.22 1.07 -2.23
C 2.94 1.56 -2.54
C 3.67 0.96 -3.56
H 3.25 0.14 -4.13
C 4.95 1.40 -3.85
H 5.52 0.92 -4.64
C 5.51 2.44 -3.13
H 6.51 2.78 -3.35
C 4.78 3.05 -2.12
H 5.21 3.86 -1.55
C 3.50 2.62 -1.83
H 2.95 3.11 -1.04
C 0.97 -0.51 -3.10
C 1.66 -1.62 -2.62
H 2.36 -1.52 -1.80
C 1.47 -2.86 -3.21
H 2.01 -3.72 -2.84
C 0.59 -3.00 -4.28
H 0.45 -3.96 -4.74
C -0.09 -1.88 -4.76
H -0.76 -1.98 -5.60
C 0.10 -0.64 -4.17
H -0.45 0.21 -4.53
C 0.23 2.35 -3.05
C 0.66 2.92 -4.25
H 1.56 2.58 -4.73
C -0.07 3.95 -4.82
H 0.26 4.39 -5.75
C -1.23 4.42 -4.20
H -1.79 5.23 -4.64
C -1.64 3.86 -3.00
H -2.53 4.24 -2.50
C -0.92 2.83 -2.42
H -1.22 2.40 -1.48
Pb 0.06 0.12 2.28
C -1.49 -1.03 1.79
C -1.79 -1.26 0.49
H -2.09 -1.48 2.58
C -0.85 -0.65 -0.50
O -1.53 0.05 -1.58
H -0.84 0.44 -2.12
C 0.14 0.23 0.25
H -0.29 -1.42 -1.03
C 1.02 0.97 -0.49
Cl 2.03 1.60 2.50
P -1.28 2.04 2.64
P 1.58 -1.70 2.37
C -0.78 3.02 4.09
H 0.24 3.36 3.95
H -0.80 2.38 4.96
H -1.44 3.87 4.23
C -1.34 3.29 1.30
H -1.96 2.93 0.49
H -0.33 3.45 0.93
H -1.74 4.24 1.66
C -3.05 1.68 2.95
H -3.10 0.98 3.78
H -3.49 1.21 2.07
H -3.61 2.58 3.20
C 2.37 -1.90 4.00
H 1.65 -2.31 4.70
H 2.68 -0.93 4.37
H 3.24 -2.56 3.94
C 0.83 -3.33 2.05
H 0.43 -3.35 1.04
H 0.01 -3.47 2.75
H 1.55 -4.14 2.17
C 3.00 -1.63 1.22
H 3.34 -0.60 1.15
H 2.67 -1.95 0.23
H 3.81 -2.27 1.55
P -3.08 -2.29 -0.08
C -3.75 -3.29 1.27
C -2.49 -3.41 -1.38
H -4.17 -2.65 2.04
H -2.96 -3.89 1.72
H -4.53 -3.94 0.90
H -2.18 -2.83 -2.24
H -3.28 -4.10 -1.68
H -1.64 -3.98 -1.01
C -4.48 -1.40 -0.81
H -4.83 -0.64 -0.11
H -5.30 -2.08 -1.03
H -4.15 -0.91 -1.72
H 1.79 1.51 0.05
F -1.51 -1.53 7.79
C -0.40 -1.43 6.97
F 0.39 -0.39 7.40
F 0.32 -2.61 7.03
S -0.93 -1.12 5.26
O -1.00 -2.43 4.48
O -2.38 -0.64 5.23
O 0.03 0.04 4.37
```

As for the spin multiplicity: 1. As for the total charge: +2. The calculation puts the energy above the lowest of the compared OMol25 structures with the same formula, charge and spin at 0.0 kcal/mol. The value obtained for the orbital gap is 8.1 eV. For the HOMO energy, the calculation gives -0.49057 Eh.

Here are the Mulliken charges for atoms 1 to 6, given in e: 2.3386 0.4577 -0.0606 0.4070 -0.8568 0.4552

Entry 2:
Below is C14H16N2O in the gas phase, with properties calculated with ωB97M-V/def2-TZVPD.

```
33
Properties=species:S:1:pos:R:3
O -3.45 0.50 0.02
N -0.59 -0.58 -2.74
C -2.54 0.47 -0.81
C -0.36 -0.41 -1.47
C 3.28 0.32 3.68
C 3.67 0.68 2.41
C 2.21 -0.48 4.04
C 2.87 0.15 1.44
C 1.34 -0.96 2.98
C 1.64 -0.63 1.60
N -1.34 -0.32 -0.56
C -1.99 -0.65 -3.33
C -2.77 1.43 -2.00
C 1.01 -0.33 -0.82
C -0.79 -0.49 0.81
C -2.57 0.76 -3.35
C 0.68 -0.95 0.54
H 3.79 0.79 4.59
H 4.38 1.44 2.14
H 1.98 -0.76 5.09
H 2.96 0.52 0.44
H 0.52 -1.55 3.36
H -1.96 -1.03 -4.41
H -2.59 -1.42 -2.89
H -3.76 1.82 -2.01
H -2.02 2.22 -1.91
H 1.22 0.74 -0.70
H 1.86 -0.74 -1.38
H -1.37 -1.16 1.49
H -0.68 0.56 1.21
H -1.80 1.36 -3.93
H -3.47 0.80 -4.02
H 0.65 -2.10 0.49
```

As for the spin multiplicity: 1. The structure (SMILES) is O=C1CCCN=C2C[C@@H](c3ccccc3)CN12. The calculation puts the energy above the lowest of the compared OMol25 structures with the same formula, charge and spin at 38.3 kcal/mol. The value obtained for the orbital gap is 9.8 eV. For the HOMO energy, the calculation gives -0.33381 Eh.

Here are the Mulliken charges for atoms 1 to 6, given in e: -0.6011 -0.6840 0.3050 0.3055 0.0038 -1.0011

Entry 3:
Below is C4H5NO in the gas phase, with properties calculated with ωB97M-V/def2-TZVPD.

```
11
Properties=species:S:1:pos:R:3
N 0.72 -1.15 1.02
C 1.01 0.19 1.00
O 1.86 0.70 1.71
C 0.16 1.02 0.12
C -0.81 0.45 -0.55
C -1.47 -0.12 -1.50
H 1.36 -1.73 1.53
H 0.20 -1.58 0.26
H 0.37 2.07 0.04
H -0.88 0.59 -2.15
H -2.52 -0.43 -1.47
```

As for the spin multiplicity: 1. The structure (SMILES) is C=C=CC(N)=O. The calculation puts the energy above the lowest of the compared OMol25 structures with the same formula, charge and spin at 57.4 kcal/mol. The value obtained for the orbital gap is 9.9 eV. For the HOMO energy, the calculation gives -0.34511 Eh.

Here are the Mulliken charges for atoms 1 to 6, given in e: -0.3816 0.4638 -0.5988 -0.5306 0.2666 -0.6037

Entry 4:
Below is a molecular structure, C14H26N2OS2Ti, with properties calculated with ωB97M-V/def2-TZVPD.

```
46
Properties=species:S:1:pos:R:3
Ti -0.12 -0.16 0.88
S 0.49 -2.28 -0.23
S -0.97 2.08 -0.04
C 0.78 -2.19 -2.06
C -1.23 -2.98 -0.37
C -2.25 -2.02 -0.97
N -2.19 -0.71 -0.26
C -3.01 0.35 -0.91
C -2.76 1.66 -0.20
H -1.51 -3.31 0.63
H -1.09 -3.84 -1.02
H -3.25 -2.47 -0.85
H -2.08 -1.86 -2.04
H -4.08 0.09 -0.80
H -2.78 0.38 -1.98
H -3.17 1.67 0.81
H -3.18 2.49 -0.77
C -0.66 2.35 -1.84
H -2.70 -0.90 0.61
H -0.65 1.41 -2.40
H 0.31 2.85 -1.94
H -1.45 3.01 -2.22
H 1.85 -2.00 -2.20
H 0.19 -1.39 -2.52
H 0.51 -3.17 -2.47
C -1.41 -0.66 2.37
C -0.89 -0.60 3.79
H -1.71 -1.69 2.13
H -2.27 0.01 2.23
H -0.96 -1.58 4.26
H -1.50 0.07 4.39
O 1.19 -0.01 2.10
C 2.35 0.81 2.21
C 2.81 1.09 0.80
C 4.10 1.55 0.51
C 4.49 1.66 -0.82
C 3.58 1.28 -1.81
C 2.31 0.83 -1.44
N 1.92 0.74 -0.16
H 0.15 -0.28 3.84
H 2.12 1.75 2.73
H 3.14 0.28 2.78
H 4.74 1.80 1.36
H 5.48 2.02 -1.08
H 3.82 1.35 -2.86
H 1.56 0.51 -2.17
```

As for the spin multiplicity: 2. As for the total charge: +3. The value obtained for the orbital gap (spin up / spin down) is 7.0 / 4.4 eV. For the HOMO energy (spin up / spin down), the calculation gives -0.69945 / -0.69911 Eh.

Here are the Mulliken charges for atoms 1 to 6, given in e: 0.6451 0.2131 0.1363 -0.9500 -0.7119 -0.8993

Entry 5:
Below is 2 unconnected molecules or ions with the total composition C5H8BrClO, with properties calculated with ωB97M-V/def2-TZVPD.

```
16
Properties=species:S:1:pos:R:3
C 1.08 -0.82 -0.20
C 1.89 0.12 -1.03
C -0.89 0.69 1.68
C -0.28 -0.93 -0.76
C -1.31 0.63 0.25
O 1.49 -1.45 0.73
Cl -1.14 -2.40 -0.39
Br -3.17 0.05 -0.19
H 2.92 0.43 -0.56
H 2.00 -0.30 -1.98
H 1.35 0.99 -1.08
H -1.11 1.60 2.24
H 0.25 0.79 1.63
H -1.17 -0.26 2.13
H -0.35 -0.59 -1.81
H -1.10 1.57 -0.28
```

As for the spin multiplicity: 1. The calculation puts the energy above the lowest of the compared OMol25 structures with the same formula, charge and spin at 31.2 kcal/mol. The value obtained for the orbital gap is 9.6 eV. For the HOMO energy, the calculation gives -0.34877 Eh.

Here are the Mulliken charges for atoms 1 to 6, given in e: 0.5983 -1.3015 -0.7809 -0.1682 -0.3309 -0.5250

Entry 6:
Below is C3H5NO2S in the gas phase, with properties calculated with ωB97M-V/def2-TZVPD.

```
12
Properties=species:S:1:pos:R:3
C 1.85 -0.17 -0.06
C 0.92 0.94 -0.60
C -2.43 -1.02 0.10
H 1.33 0.54 1.98
H 0.66 0.94 -1.67
H 1.33 1.93 -0.41
H -3.40 -0.44 0.58
H -2.65 -2.13 -0.35
N -1.37 -0.48 -0.27
O 1.93 -0.27 1.39
O 2.65 -0.80 -0.80
S -0.81 0.95 0.12
```

As for the spin multiplicity: 1. The structure (SMILES) is C=NSCC(=O)O. The calculation puts the energy above the lowest of the compared OMol25 structures with the same formula, charge and spin at 69.1 kcal/mol. The value obtained for the orbital gap is 9.5 eV. For the HOMO energy, the calculation gives -0.34057 Eh.

Here are the Mulliken charges for atoms 1 to 6, given in e: 0.7057 -0.6958 -0.2134 0.3688 0.3271 0.3411

Let's list energy in order: -4301.580315 -727.774065 -285.323065 -2378.558812 -3304.679441 -720.636378 a.u..